[1]
88
Properties=species:S:1:pos:R:3:lowdin_spin:R:1 method="wB97M-V/def2-TZVPD" spin_multiplicity=5 charge=+2 energy_ev=-107341.908 largest_force_ev_per_a=1.35 gap_ev="5.981 / 7.864" homo_energy_ev="-13.401 / -13.499"
Mn -0.29 -0.78 0.44 3.966
C 1.86 5.08 2.46 0.000
C 1.39 3.82 3.06 0.000
N 1.51 3.46 4.29 0.001
N 0.90 2.25 4.38 0.004
C 0.37 1.82 3.22 0.010
S -0.50 0.40 3.03 0.054
N 0.69 2.83 2.36 0.002
N 0.30 2.88 1.03 0.000
H 2.33 5.68 3.22 0.000
H 1.02 5.65 2.04 0.000
H 2.58 4.90 1.66 0.000
H 0.86 1.77 5.26 0.001
H -0.04 3.82 0.82 0.000
H 1.08 2.65 0.42 0.000
N -3.30 -0.06 0.62 0.000
P -2.00 0.93 0.13 -0.018
C -2.15 1.07 -1.69 -0.001
C -1.38 2.06 -2.30 0.001
C -1.44 2.26 -3.67 0.000
C -2.26 1.45 -4.45 0.000
C -3.03 0.46 -3.85 0.000
C -2.97 0.27 -2.48 0.000
C -2.77 2.51 0.67 -0.001
C -2.43 3.19 1.83 0.000
C -3.12 4.33 2.20 0.000
C -4.18 4.79 1.43 0.000
C -4.55 4.09 0.28 0.000
C -3.85 2.96 -0.10 -0.001
C -3.24 -1.42 0.41 0.005
C -4.31 -2.27 0.69 -0.003
C -4.24 -3.57 0.25 0.003
C -3.14 -3.98 -0.49 -0.002
C -2.10 -3.10 -0.67 -0.001
N -2.11 -1.85 -0.18 -0.020
H -4.03 0.30 1.21 0.000
H -0.76 2.71 -1.69 0.000
H -0.86 3.05 -4.14 0.000
H -2.32 1.61 -5.52 0.000
H -3.68 -0.16 -4.45 0.000
H -3.60 -0.49 -2.03 0.000
H -1.64 2.82 2.46 0.000
H -2.85 4.85 3.10 0.000
H -4.73 5.67 1.72 0.000
H -5.38 4.44 -0.32 0.000
H -4.15 2.43 -1.00 0.000
H -5.17 -1.89 1.23 0.000
H -5.06 -4.25 0.45 0.000
H -3.08 -4.98 -0.91 0.000
H -1.23 -3.40 -1.23 0.000
O -0.29 -2.60 1.82 0.056
C 0.36 -3.15 0.92 0.011
N 0.68 -2.43 -0.18 -0.041
C 1.52 -3.17 -1.02 -0.002
O 2.05 -2.75 -2.01 0.003
C 1.62 -4.53 -0.40 -0.002
C 2.27 -5.67 -0.82 -0.001
C 2.19 -6.80 -0.01 0.001
C 1.47 -6.78 1.18 0.001
C 0.82 -5.63 1.62 0.001
C 0.90 -4.52 0.81 0.001
H 2.82 -5.68 -1.76 0.000
H 2.68 -7.71 -0.31 0.000
H 1.42 -7.68 1.79 0.000
H 0.26 -5.61 2.54 0.000
C 3.40 0.32 -3.17 0.000
C 2.07 1.04 -3.01 0.001
N 1.55 0.80 -1.67 0.010
C 2.28 0.29 -0.63 0.004
N 1.60 -0.05 0.47 -0.051
C 2.38 -0.52 1.63 0.002
C 3.63 -1.25 1.18 0.001
C 4.44 -0.29 0.34 0.000
N 3.61 0.26 -0.73 0.001
C 4.27 0.66 -1.98 0.000
H 3.89 0.62 -4.09 0.000
H 3.23 -0.76 -3.19 0.000
H 1.35 0.68 -3.74 0.000
H 2.20 2.11 -3.16 0.000
H 0.56 0.67 -1.58 0.006
H 1.75 -1.15 2.25 0.000
H 2.66 0.35 2.24 -0.001
H 3.35 -2.12 0.57 0.000
H 4.20 -1.60 2.03 0.000
H 5.29 -0.79 -0.11 0.000
H 4.82 0.52 0.97 0.000
H 5.21 0.12 -2.04 0.000
H 4.50 1.73 -1.95 0.000

=====

[2]
23
Properties=species:S:1:pos:R:3:lowdin_charge:R:1 method="wB97M-V/def2-TZVPD" charge=0 smiles=CC[C@@H](N)CNCN energy_ev=-9895.444 largest_force_ev_per_a=5.70 gap_ev=9.496 homo_energy_ev=-8.365
C 2.87 1.49 0.59 -0.100
C 1.29 1.38 0.32 -0.238
C 0.78 0.04 0.64 -0.346
N 0.42 -0.20 2.12 0.026
C -0.66 -0.07 -0.14 -0.226
N -0.80 -1.18 -0.97 -0.101
C -2.26 -1.71 -1.08 -0.190
N -3.00 -0.70 -1.89 0.012
H 3.14 0.57 1.06 0.034
H 3.64 1.62 -0.23 0.081
H 2.99 2.29 1.34 0.056
H 0.81 2.20 1.04 0.150
H 1.12 1.75 -0.71 0.099
H 1.44 -0.82 0.27 0.144
H -0.49 -0.67 2.23 0.076
H 1.15 0.10 2.71 0.041
H -0.81 0.71 -0.80 0.074
H -1.36 -0.17 0.67 0.089
H -0.16 -1.86 -0.97 0.037
H -1.96 -2.51 -1.80 0.119
H -2.57 -1.92 -0.06 0.105
H -2.67 -0.51 -2.83 0.073
H -2.92 0.17 -1.53 -0.014

=====

Copy entry 1 word for word.
88
Properties=species:S:1:pos:R:3:lowdin_spin:R:1 method="wB97M-V/def2-TZVPD" spin_multiplicity=5 charge=+2 energy_ev=-107341.908 largest_force_ev_per_a=1.35 gap_ev="5.981 / 7.864" homo_energy_ev="-13.401 / -13.499"
Mn -0.29 -0.78 0.44 3.966
C 1.86 5.08 2.46 0.000
C 1.39 3.82 3.06 0.000
N 1.51 3.46 4.29 0.001
N 0.90 2.25 4.38 0.004
C 0.37 1.82 3.22 0.010
S -0.50 0.40 3.03 0.054
N 0.69 2.83 2.36 0.002
N 0.30 2.88 1.03 0.000
H 2.33 5.68 3.22 0.000
H 1.02 5.65 2.04 0.000
H 2.58 4.90 1.66 0.000
H 0.86 1.77 5.26 0.001
H -0.04 3.82 0.82 0.000
H 1.08 2.65 0.42 0.000
N -3.30 -0.06 0.62 0.000
P -2.00 0.93 0.13 -0.018
C -2.15 1.07 -1.69 -0.001
C -1.38 2.06 -2.30 0.001
C -1.44 2.26 -3.67 0.000
C -2.26 1.45 -4.45 0.000
C -3.03 0.46 -3.85 0.000
C -2.97 0.27 -2.48 0.000
C -2.77 2.51 0.67 -0.001
C -2.43 3.19 1.83 0.000
C -3.12 4.33 2.20 0.000
C -4.18 4.79 1.43 0.000
C -4.55 4.09 0.28 0.000
C -3.85 2.96 -0.10 -0.001
C -3.24 -1.42 0.41 0.005
C -4.31 -2.27 0.69 -0.003
C -4.24 -3.57 0.25 0.003
C -3.14 -3.98 -0.49 -0.002
C -2.10 -3.10 -0.67 -0.001
N -2.11 -1.85 -0.18 -0.020
H -4.03 0.30 1.21 0.000
H -0.76 2.71 -1.69 0.000
H -0.86 3.05 -4.14 0.000
H -2.32 1.61 -5.52 0.000
H -3.68 -0.16 -4.45 0.000
H -3.60 -0.49 -2.03 0.000
H -1.64 2.82 2.46 0.000
H -2.85 4.85 3.10 0.000
H -4.73 5.67 1.72 0.000
H -5.38 4.44 -0.32 0.000
H -4.15 2.43 -1.00 0.000
H -5.17 -1.89 1.23 0.000
H -5.06 -4.25 0.45 0.000
H -3.08 -4.98 -0.91 0.000
H -1.23 -3.40 -1.23 0.000
O -0.29 -2.60 1.82 0.056
C 0.36 -3.15 0.92 0.011
N 0.68 -2.43 -0.18 -0.041
C 1.52 -3.17 -1.02 -0.002
O 2.05 -2.75 -2.01 0.003
C 1.62 -4.53 -0.40 -0.002
C 2.27 -5.67 -0.82 -0.001
C 2.19 -6.80 -0.01 0.001
C 1.47 -6.78 1.18 0.001
C 0.82 -5.63 1.62 0.001
C 0.90 -4.52 0.81 0.001
H 2.82 -5.68 -1.76 0.000
H 2.68 -7.71 -0.31 0.000
H 1.42 -7.68 1.79 0.000
H 0.26 -5.61 2.54 0.000
C 3.40 0.32 -3.17 0.000
C 2.07 1.04 -3.01 0.001
N 1.55 0.80 -1.67 0.010
C 2.28 0.29 -0.63 0.004
N 1.60 -0.05 0.47 -0.051
C 2.38 -0.52 1.63 0.002
C 3.63 -1.25 1.18 0.001
C 4.44 -0.29 0.34 0.000
N 3.61 0.26 -0.73 0.001
C 4.27 0.66 -1.98 0.000
H 3.89 0.62 -4.09 0.000
H 3.23 -0.76 -3.19 0.000
H 1.35 0.68 -3.74 0.000
H 2.20 2.11 -3.16 0.000
H 0.56 0.67 -1.58 0.006
H 1.75 -1.15 2.25 0.000
H 2.66 0.35 2.24 -0.001
H 3.35 -2.12 0.57 0.000
H 4.20 -1.60 2.03 0.000
H 5.29 -0.79 -0.11 0.000
H 4.82 0.52 0.97 0.000
H 5.21 0.12 -2.04 0.000
H 4.50 1.73 -1.95 0.000